{"formula": "C4H15CuNO11S2", "method": "ωB97M-V/def2-TZVPD", "symbols": ["Cu", "S", "S", "O", "O", "O", "O", "O", "O", "O", "O", "O", "O", "O", "N", "C", "C", "C", "C", "H", "H", "H", "H", "H", "H", "H", "H", "H", "H", "H", "H", "H", "H", "H"], "positions_angstrom": [[-0.492, 0.065, -0.552], [-2.602, -2.653, 0.100], [-2.050, 0.846, -3.689], [-1.410, 1.256, -2.394], [-2.160, -1.237, 0.269], [0.366, -1.008, -2.356], [-4.069, -2.786, 0.353], [-2.480, -3.096, -1.308], [-3.512, 0.878, -3.570], [-1.626, 1.795, -4.751], [0.447, -0.410, 1.786], [-1.549, -0.517, -4.026], [-1.911, 2.098, 0.637], [-1.796, -3.533, 0.999], [1.216, 1.511, -0.027], [1.713, 0.187, 1.930], [-0.109, -0.918, 2.967], [3.633, 1.021, 0.440], [2.169, 0.578, 0.538], [4.335, 0.251, 0.775], [-0.463, -0.913, -2.929], [2.359, -0.676, 2.164], [0.573, -1.394, 3.681], [1.103, 2.312, 0.591], [-0.496, -0.038, 3.522], [-2.397, 1.402, 1.099], [3.747, 1.904, 1.078], [-1.017, -1.474, 2.742], [-1.502, 2.625, 1.329], [2.114, -0.354, -0.034], [3.886, 1.233, -0.598], [0.711, -1.878, -2.563], [1.470, 1.956, -0.902], [1.796, 0.967, 2.699]], "lowdin_charge": [0.321, 0.190, 0.217, -0.443, -0.435, -0.116, -0.498, -0.450, -0.436, -0.498, -0.201, -0.431, -0.045, -0.502, 0.070, -0.215, -0.106, -0.075, -0.436, 0.063, -0.005, 0.126, 0.075, 0.084, 0.078, 0.042, 0.064, 0.084, 0.010, 0.141, 0.071, 0.028, 0.103, 0.124], "total_charge": -3, "homo_ev": 2.60, "gap_ev": 3.5, "e_above_lowest_ev": 2.517, "lumo_energy_ha": 0.2235}